# C23H68NO19

A cluster of 10 separate species, C23H68NO19 in total at a distorted geometry (ωB97M-V/def2-TZVPD, the OMol25 dataset).

Calculated values
**Maximum force**: 19.5 eV/Å
**ΔE to the lowest compared entry with this formula, charge and spin**: 124.9 kJ/mol
**Frontier orbital gap**: 9.944 eV
**Total charge**: +1

Last column: Mulliken charge in e.
Atoms and positions in Å:
C  -1.2094  1.7128  -0.0023  -0.580
N  -0.5204  0.9028  -0.9933  1.137
C  -1.4264  0.0158  -1.8303  -1.036
C  0.3566  1.7748  -1.7373  -0.314
C  0.4966  -0.0502  -0.3183  0.247
C  -0.1974  -1.0512  0.6407  -0.214
O  0.7446  -1.9502  1.1907  -0.551
H  -1.7364  2.6068  -0.3783  0.412
H  -0.4554  2.3048  0.5907  -0.304
H  -1.8934  1.2638  0.6827  0.283
H  -1.0434  -0.7642  -2.4683  -0.070
H  -2.2844  0.5968  -2.1383  0.682
H  -2.1084  -0.5962  -1.1103  0.232
H  1.0456  2.3598  -1.1373  -0.197
H  -0.2944  2.4448  -2.2413  0.526
H  1.0646  1.1548  -2.4773  0.042
H  1.0876  0.4568  0.4367  0.485
H  0.8766  -0.8072  -1.0593  -0.151
H  -1.0014  -1.7262  0.0887  -0.017
H  -0.7024  -0.6752  1.6287  -0.039
H  1.3036  -1.6412  1.9237  0.249
C  1.6936  -3.3192  -3.0513  -0.416
C  1.9176  -4.2312  -1.9153  -0.589
O  1.3386  -5.3812  -2.1513  -0.544
O  2.0566  -1.9242  -2.7743  -0.415
H  0.6946  -3.0372  -3.0933  0.360
H  2.2856  -3.6562  -3.9023  0.409
H  1.5856  -4.0252  -0.8823  0.254
H  2.9176  -4.3182  -1.6643  0.433
H  1.5416  -5.6722  -3.0923  0.362
H  1.7896  -1.3532  -3.5143  0.182
C  1.3276  -0.2652  4.0107  0.307
C  0.8536  -1.1812  5.0717  -0.555
O  0.0116  -0.4172  5.9467  -0.622
O  2.4406  -0.8262  3.3107  -0.532
H  1.6946  0.5138  4.5667  0.558
H  0.4506  0.3988  3.3547  -0.406
H  1.6246  -1.6332  5.7637  0.341
H  0.4196  -1.9622  4.5367  0.350
H  -0.8874  -0.3042  5.5217  0.279
H  3.1876  -1.0442  3.8547  0.276
C  -3.1544  0.9708  4.4757  -0.496
C  -2.0074  1.9748  4.3137  0.195
O  -2.4604  3.2898  4.6357  -0.585
O  -2.6484  -0.3032  4.1397  -0.421
H  -4.0534  1.1358  3.7597  0.162
H  -3.6224  0.9228  5.5057  0.369
H  -1.9614  1.9028  3.2437  -0.308
H  -1.1304  1.7038  4.8617  0.627
H  -1.8374  3.7388  5.0167  0.341
H  -3.2464  -0.8942  4.3607  0.219
C  -3.6074  -3.1562  -2.9613  -0.431
C  -4.9984  -3.5802  -2.2943  0.073
O  -5.9234  -3.7602  -3.3263  -0.494
O  -2.6124  -3.1332  -1.9623  -0.397
H  -3.4964  -2.0872  -3.3273  0.117
H  -3.2674  -3.8312  -3.5373  0.557
H  -5.4944  -2.7242  -1.7533  -0.215
H  -4.7824  -4.3252  -1.5063  0.383
H  -5.9944  -4.5972  -3.5273  0.268
H  -2.0944  -3.9662  -1.9123  0.257
C  -0.3534  1.5908  -5.6773  -0.307
C  -0.1514  0.0998  -5.4633  -0.162
O  0.9866  -0.0182  -4.6533  -0.407
O  -1.5494  1.8618  -6.5053  -0.499
H  0.7476  1.8078  -6.3313  0.208
H  -0.2694  2.2138  -4.8523  0.259
H  -0.1664  -0.3352  -6.4223  0.369
H  -1.0434  -0.3492  -4.8533  -0.097
H  1.7986  0.1078  -5.2603  0.281
H  -2.2144  1.7418  -5.7883  0.326
C  3.8066  3.7618  -1.0683  -0.735
C  4.4306  2.3178  -0.8453  -0.252
O  3.5436  1.3358  -1.1273  -0.145
O  4.7736  4.7058  -1.0453  -0.541
H  2.8366  4.0428  -0.7963  0.436
H  3.7676  3.5928  -2.1033  0.359
H  4.7126  2.3528  0.3947  0.197
H  5.4546  2.3298  -1.3873  0.303
H  3.8416  0.4468  -0.8623  0.160
H  4.6016  5.3318  -1.6543  0.304
C  0.7696  4.4348  2.3207  -0.609
C  0.9166  3.7588  3.7787  0.116
O  0.0476  4.3798  4.6277  -0.550
O  1.3106  3.4808  1.3857  -0.247
H  1.4936  5.3438  2.3607  0.391
H  -0.3664  4.5658  2.1747  0.239
H  1.9376  3.8718  4.0927  0.479
H  0.4226  2.7668  3.6177  -0.367
H  0.4086  5.3878  4.7307  0.335
H  2.2466  3.2238  1.4717  0.152
C  -5.3374  1.0568  0.1397  -1.682
C  -5.4654  -0.1832  1.0057  -0.290
O  -5.6064  -1.4112  0.3427  -0.511
O  -4.7634  2.0538  0.9907  -0.562
H  -6.1064  1.2318  -0.1233  1.400
H  -4.9174  0.8848  -0.7533  0.498
H  -6.0494  -0.1072  1.8647  0.453
H  -4.4874  -0.2272  1.4787  0.064
H  -6.3754  -1.4842  -0.1293  0.253
H  -5.6264  2.7698  1.0517  0.378
C  4.6666  -2.9032  -0.0773  -0.421
C  6.0766  -2.6592  0.5627  -0.440
O  6.3676  -4.0142  1.0227  -0.550
O  4.1326  -1.7702  -0.5943  -0.324
H  3.9786  -3.4122  0.5767  0.355
H  4.8126  -3.6022  -0.8533  0.394
H  5.7516  -1.9662  1.4787  0.134
H  6.9536  -2.2662  0.0277  0.320
H  7.1706  -4.1392  1.6337  0.306
H  3.4266  -1.9772  -1.2993  0.156

Cartesian forces (eV/Å) of the 6 atoms listed first:
0.209 3.092 1.477
1.608 -2.898 0.739
-3.124 -0.332 3.004
2.270 -0.569 -3.142
-2.204 -2.427 1.604
-2.517 -1.563 2.115

# C23H71N2O18S

A cluster of 16 separate species, C23H71N2O18S in total at a distorted geometry (ωB97M-V/def2-TZVPD, the OMol25 dataset).

Calculated values
**Maximum force**: 1.9 eV/Å
**Frontier orbital gap**: 3.655 eV
**Total charge**: -1

Last column: Mulliken charge in e.
Atoms and positions in Å:
O  2.9182  2.0756  -1.8259  -0.663
C  2.5289  1.0687  -1.2556  0.083
O  3.0563  0.7174  -0.0537  -0.325
C  1.4898  0.1789  -1.8344  0.222
C  0.0369  0.4327  -1.2523  0.321
C  -0.4373  -0.5139  -0.1629  -0.996
C  0.5314  -0.5828  1.0022  0.143
C  -0.0049  -1.4663  2.1229  -0.602
S  0.4259  -3.2239  2.0158  -0.202
C  2.0955  -3.3911  1.6121  0.347
N  3.0761  -2.5780  1.6449  -0.014
N  4.2021  -3.2395  1.2109  -0.557
C  3.8282  -4.4289  0.9657  -0.163
O  2.5372  -4.6258  1.1774  -0.200
H  3.0569  1.4817  0.5288  0.273
H  1.5628  0.2812  -2.9119  0.029
H  1.7607  -0.8509  -1.5946  0.082
H  0.0335  1.4558  -0.8645  -0.196
H  -0.6252  0.4015  -2.1106  0.320
H  -0.5143  -1.4962  -0.6540  -0.229
H  0.6853  0.4208  1.4001  0.061
H  1.4900  -1.0007  0.6900  -0.049
H  -1.0831  -1.3756  2.2210  0.409
H  0.4074  -1.1065  3.0660  0.425
H  4.5336  -5.1620  0.6292  0.484
C  -0.2578  3.3817  -3.0414  -0.227
O  -1.3476  3.3788  -2.1202  -0.431
H  0.0091  2.3426  -3.2077  -0.174
H  -0.5408  3.8381  -3.9962  0.237
H  0.5974  3.9176  -2.6237  0.299
H  -1.6056  4.2930  -1.9690  0.281
C  -0.9172  4.2806  1.7414  -0.529
O  -0.0496  4.0389  0.6449  -0.464
H  -0.3052  4.4103  2.6321  0.277
H  -1.5072  5.1900  1.5815  0.313
H  -1.5913  3.4319  1.8907  0.114
H  -0.6024  3.9241  -0.1366  0.236
C  -4.3580  2.1907  -1.0114  0.048
O  -4.2724  2.2788  0.4113  -0.398
H  -3.4043  2.4771  -1.4401  -0.134
H  -4.5810  1.1653  -1.3053  -0.098
H  -5.1425  2.8663  -1.3752  0.321
H  -5.1296  2.0092  0.7560  0.220
C  -5.6352  -1.1639  -0.0630  -0.110
O  -6.6566  -0.1652  -0.1448  -0.511
H  -4.8290  -0.8940  -0.7375  -0.284
H  -5.2457  -1.2136  0.9561  0.260
H  -6.0398  -2.1383  -0.3537  0.399
H  -7.3562  -0.4227  0.4646  0.247
C  6.4889  -0.0209  1.3250  -0.457
O  6.0383  -0.7253  2.4781  -0.478
H  7.2917  0.6515  1.6236  0.244
H  6.8684  -0.7225  0.5775  0.285
H  5.6710  0.5629  0.8977  0.155
H  5.3289  -1.3123  2.1911  0.308
C  -0.0891  0.3543  -5.8640  -0.737
O  -0.3782  -0.3059  -4.6366  -0.325
H  0.6503  1.1237  -5.6612  0.235
H  0.3206  -0.3486  -6.5962  0.356
H  -0.9881  0.8237  -6.2731  0.306
H  -1.0317  -0.9868  -4.8124  0.200
C  -7.5202  0.2718  3.6901  -0.310
O  -8.2561  0.0348  2.4909  -0.471
H  -6.4991  0.4963  3.3945  -0.023
H  -7.9320  1.1282  4.2298  0.270
H  -7.5294  -0.6083  4.3389  0.292
H  -9.1682  -0.1609  2.7146  0.256
C  -3.2687  -3.3359  -2.0850  -0.449
O  -1.8550  -3.3991  -1.9796  -0.288
H  -3.5585  -2.2892  -2.0597  -0.068
H  -3.6080  -3.7773  -3.0298  0.308
H  -3.7371  -3.8565  -1.2426  0.294
H  -1.5767  -4.3209  -1.9904  0.310
C  1.9104  2.3533  -9.0340  -0.539
O  0.8291  2.4050  -8.1107  -0.439
H  2.1403  1.3073  -9.2191  0.204
H  1.6372  2.8309  -9.9796  0.243
H  2.7959  2.8443  -8.6217  0.273
H  0.6292  3.3294  -7.9473  0.264
C  3.1566  -8.3532  2.3000  -0.529
O  3.4417  -7.2084  3.0933  -0.526
H  3.2031  -9.2267  2.9458  0.238
H  2.1553  -8.2847  1.8660  0.241
H  3.8935  -8.4656  1.4988  0.238
H  3.3982  -6.4421  2.5156  0.287
C  7.7339  1.0760  4.7545  -0.604
O  8.1065  2.1846  5.5823  -0.533
H  7.8485  0.1658  5.3364  0.279
H  6.6954  1.1652  4.4312  0.290
H  8.3826  1.0237  3.8778  0.260
H  8.0003  2.9807  5.0563  0.292
C  -3.3678  1.3651  4.5335  -0.475
O  -4.3277  1.6195  3.5152  -0.433
H  -3.8860  0.9164  5.3787  0.260
H  -2.6015  0.6730  4.1761  0.147
H  -2.8932  2.2948  4.8598  0.251
H  -3.8632  2.0127  2.7678  0.274
C  0.9414  -4.6849  -1.6632  -0.095
O  -0.3215  -5.1447  -1.1899  -0.644
H  1.0244  -4.9511  -2.7148  0.351
H  1.0082  -3.5978  -1.5588  -0.024
H  1.7463  -5.1646  -1.1055  0.050
H  -0.3821  -4.8973  -0.2592  0.284
C  5.9639  3.9556  7.5575  -0.452
O  5.2065  3.1837  6.6370  -0.476
H  5.5474  4.9598  7.5924  0.233
H  5.9112  3.5125  8.5563  0.224
H  7.0070  4.0120  7.2363  0.197
H  5.5949  2.3047  6.6217  0.279
C  -5.3722  2.9257  -4.9199  -0.538
O  -5.2705  1.5795  -4.4784  -0.462
H  -4.6145  3.0848  -5.6831  0.207
H  -6.3593  3.1211  -5.3514  0.287
H  -5.1943  3.6188  -4.0925  0.235
H  -5.9398  1.4489  -3.8014  0.274

Cartesian forces (eV/Å) of the 6 atoms listed first:
-0.272 -0.227 0.593
0.316 1.066 -1.180
-0.444 -0.510 0.256
0.608 -0.724 0.340
0.234 0.053 0.757
-0.309 0.177 -0.575